ORCA calculation (ωB97M-V/def2-TZVPD) on a structure of composition C4H9FNO2V in a non-equilibrium geometry.

Values from the calculation:
Strongest force on any atom (eV Å⁻¹): 3.26
HOMO energy (eV): -7.1
Multiplicity: 1

Structure (XYZ):
```
18
Properties=species:S:1:pos:R:3:forces:R:3:lowdin_charge:R:1
C -1.085 -3.123 -0.984 0.5734 0.1293 -0.0716 -0.082
C 0.096 -2.346 -0.268 -1.7355 0.0271 -0.8369 -0.269
N -0.451 -1.132 0.291 2.0217 0.2161 -0.0417 0.126
C 0.472 -0.044 0.243 -0.5648 0.2044 -0.6901 -0.189
C -0.233 1.357 0.081 -0.4351 -0.3133 1.0803 -0.171
F 0.133 1.861 -1.155 0.0729 0.0609 0.3575 -0.049
H -0.625 -4.001 -1.486 -0.5233 0.3187 0.4660 0.077
H -1.901 -3.392 -0.289 0.5899 -0.0209 -0.3128 0.076
H -1.520 -2.490 -1.786 0.3458 -0.2540 0.5469 0.076
H 0.478 -2.949 0.597 -0.1574 0.2906 -0.4804 0.151
H 0.878 -2.181 -1.042 -0.0523 0.0422 0.8373 0.118
H 1.204 -0.132 -0.597 -0.2662 -0.0892 0.5686 0.129
H 1.091 -0.022 1.187 -0.5139 -0.0788 -0.3116 0.172
H -1.340 1.275 0.101 0.6766 -0.2064 -0.0600 0.124
H 0.081 2.005 0.932 0.0952 -0.0114 -0.9221 0.085
O 1.593 3.690 2.134 -1.0621 1.8464 -1.1593 -0.691
V 0.908 5.107 1.392 -0.3993 0.4590 -0.3864 0.979
O 0.220 6.515 0.648 1.3341 -2.6207 1.4163 -0.662
```
Forces are in eV/Å.

ORCA calculation (ωB97M-V/def2-TZVPD) on a cluster of 9 separate species, C36H62N6O20 in total in a non-equilibrium geometry.

Values from the calculation:
SMILES: O=C1C=C(O)C(=O)C=C1O.O=C1C=C(O)C(=O)C=C1O.O=C1C=C(O)C(=O)C=C1O.C[N+](=O)[O-].C[N+](=O)[O-].COC[C@H](C)N.COC[C@H](C)N.COC[C@H](C)N.COC[C@H](C)N
Strongest force on any atom (eV Å⁻¹): 4.75
ΔE to the lowest compared entry with this formula, charge and spin (kcal/mol): 107.4
HOMO energy (eV): -9.1
Multiplicity: 1

Structure (XYZ):
```
124
Properties=species:S:1:pos:R:3:forces:R:3:lowdin_charge:R:1
O -5.409 -27.603 20.789 -1.1172 -0.6313 0.4913 0.127
C -6.043 -27.692 19.766 0.5465 0.0989 -3.0406 -0.296
C -5.660 -26.907 18.563 -0.5476 0.7866 0.0492 0.085
C -6.282 -26.990 17.371 1.0573 0.6301 -0.6054 -0.256
O -5.961 -26.187 16.345 0.7452 0.5028 0.6386 0.108
C -7.322 -27.955 17.085 -3.6603 -2.2492 -2.0271 -0.293
O -7.971 -28.042 15.996 2.5774 0.8737 2.6034 0.077
C -7.718 -28.824 18.185 0.5252 0.1403 0.8666 0.062
C -7.165 -28.695 19.405 -0.2321 0.2401 1.5716 -0.201
O -7.650 -29.382 20.464 0.0667 0.0041 -0.7106 0.094
H -4.949 -26.102 18.674 0.3012 -0.1463 0.1746 0.133
H -6.172 -26.581 15.495 -0.5862 -0.2743 -0.1723 0.119
H -8.541 -29.516 18.080 0.0129 0.0101 -0.2890 0.136
H -7.200 -29.058 21.248 0.3164 0.0043 0.4384 0.105
O -7.023 -34.351 11.892 1.5438 0.9116 0.9434 0.104
C -6.136 -33.635 12.362 0.1673 1.4354 -2.0721 -0.316
C -5.296 -32.668 11.585 0.7375 0.4439 -0.3867 0.074
C -4.335 -31.839 12.105 -1.2322 0.0336 1.7223 -0.224
O -3.527 -31.040 11.441 -0.3278 -0.1744 -1.4826 0.118
C -4.181 -31.645 13.650 -2.0776 -3.4825 -2.1497 -0.343
O -3.485 -30.829 14.153 0.9908 1.5510 0.2632 0.138
C -4.837 -32.756 14.344 -1.5535 -0.2260 0.1890 0.083
C -5.743 -33.642 13.777 2.0651 -0.6137 1.3844 -0.217
O -6.086 -34.770 14.407 0.1975 0.4504 1.6649 0.103
H -5.404 -32.621 10.512 -0.2193 -0.2385 -0.1350 0.121
H -3.206 -30.366 12.045 0.4121 0.2648 0.5157 0.113
H -4.538 -32.743 15.382 -0.3038 -0.7362 0.2491 0.126
H -6.404 -35.491 13.858 -0.4113 0.4001 -0.7012 0.121
O -4.950 -18.176 12.976 1.7437 2.3262 -0.2369 0.081
C -4.110 -17.251 12.903 0.0744 -1.5623 1.2128 -0.312
C -3.560 -16.671 11.707 1.5379 1.9638 -1.0930 0.090
C -2.534 -15.689 11.693 -2.1298 -1.0065 -1.1095 -0.194
O -2.072 -15.108 10.593 -0.8622 -1.0495 -1.2808 0.123
C -1.985 -15.120 12.922 -0.7219 -1.5630 3.3405 -0.339
O -1.120 -14.289 13.060 0.1679 0.5122 -1.5011 0.136
C -2.567 -15.719 14.145 0.3926 0.8319 0.0099 0.060
C -3.465 -16.691 14.154 -1.9586 -1.0527 2.0319 -0.195
O -3.985 -17.150 15.367 1.1879 0.9014 -1.4779 0.070
H -4.095 -17.000 10.828 0.4799 0.1685 -0.4997 0.126
H -1.553 -14.312 10.725 0.3323 0.0929 0.7741 0.124
H -2.241 -15.230 15.051 0.0768 -0.2902 0.2136 0.136
H -4.559 -17.901 15.197 -0.3191 -0.2800 -0.3984 0.096
C -12.071 -25.304 10.414 -0.2626 0.3002 -1.0636 0.033
N -10.721 -25.790 10.743 0.8490 2.4085 1.0565 -0.466
O -9.978 -24.982 11.316 -0.7285 -0.9230 -0.3835 0.042
O -10.412 -26.878 10.386 0.4386 -1.6704 -0.3117 0.091
H -12.333 -25.821 9.491 -0.2974 -0.1352 0.3012 0.097
H -11.954 -24.249 10.167 -0.2494 -0.0558 0.4669 0.098
H -12.775 -25.505 11.221 0.2534 0.0755 -0.0679 0.106
C -2.911 -22.933 9.694 -0.0888 1.5965 -0.3765 0.020
N -3.050 -24.234 10.352 1.1942 0.3281 -1.1158 -0.462
O -1.966 -24.716 10.666 -1.1173 -0.4665 0.3794 0.051
O -4.154 -24.688 10.474 -0.2254 -0.7267 0.5756 0.090
H -2.813 -22.226 10.518 0.4873 0.0599 -0.1206 0.105
H -3.767 -22.569 9.126 -0.3059 -0.7907 0.1708 0.096
H -2.050 -22.954 9.027 0.0587 -0.0086 0.4769 0.101
C 3.299 -29.251 8.926 1.0723 -0.0544 -0.2530 -0.092
O 3.892 -28.176 8.156 0.1134 -1.0713 1.0834 -0.183
C 2.969 -27.198 7.767 -0.6361 -0.4594 -0.9631 -0.235
C 3.575 -26.141 6.819 -0.7637 -1.5311 -0.5366 -0.441
C 4.193 -26.754 5.515 -0.4958 1.0329 1.0001 -0.047
N 4.554 -25.297 7.423 1.0143 0.3061 0.4709 0.032
H 2.717 -29.989 8.374 -0.5935 0.6036 -0.6891 0.080
H 2.736 -28.920 9.799 -0.0488 0.3234 -0.0824 0.085
H 4.102 -29.905 9.265 0.4012 0.4994 0.2497 0.081
H 2.184 -27.746 7.246 -0.4470 0.2045 -0.4671 0.115
H 2.455 -26.740 8.612 0.2493 0.3242 0.4396 0.118
H 2.740 -25.504 6.528 -0.2526 -0.0417 -0.0981 0.128
H 4.363 -25.867 4.905 0.3565 -0.2585 -0.3119 0.071
H 3.538 -27.433 4.968 -0.0392 -0.0229 0.2605 0.074
H 5.136 -27.238 5.769 -0.0303 -0.0823 -0.1856 0.072
H 5.406 -25.833 7.511 0.3690 -0.0211 -0.0639 0.070
H 4.316 -25.092 8.383 -0.2850 0.2515 0.1422 0.073
C -1.230 -30.437 4.106 0.4758 1.4071 -0.1448 -0.089
O -1.715 -29.057 3.904 -1.6585 -2.0690 1.5500 -0.186
C -2.904 -28.875 4.750 -0.4122 1.1515 -1.1059 -0.205
C -3.555 -27.487 4.462 0.7668 0.1756 2.2993 -0.407
C -2.506 -26.409 4.691 0.1600 0.7384 -1.2215 -0.083
N -4.678 -27.152 5.397 -0.0617 -0.7617 -0.8213 0.026
H -1.961 -31.237 3.990 -0.3933 0.3448 -0.3835 0.080
H -0.821 -30.556 5.109 0.0281 0.2145 0.2054 0.076
H -0.405 -30.558 3.403 -0.1715 -0.0948 -0.0497 0.081
H -3.763 -29.504 4.517 0.4634 -1.0959 -0.3418 0.110
H -2.715 -29.003 5.816 0.5066 0.1152 0.0996 0.118
H -3.966 -27.553 3.455 0.1465 0.4897 -0.0276 0.137
H -1.754 -26.444 3.902 0.1789 -0.1592 0.1135 0.073
H -1.988 -26.458 5.649 -0.1617 -0.4279 0.1071 0.080
H -2.931 -25.407 4.625 -0.2706 -0.0209 0.0223 0.071
H -5.377 -27.881 5.397 -0.3010 -0.1606 -0.3139 0.056
H -4.428 -27.094 6.374 0.7125 0.1623 0.0336 0.063
C 3.158 -16.186 7.503 -0.4168 0.5500 -0.9710 -0.086
O 2.470 -17.412 7.207 0.7736 1.3136 1.6619 -0.173
C 2.836 -17.963 6.008 -1.1382 -1.6565 -2.5584 -0.256
C 1.557 -18.574 5.371 -0.1433 -0.4407 2.0335 -0.447
C 1.796 -19.438 4.142 -0.2529 1.9836 -0.5389 -0.058
N 0.573 -17.485 5.238 -0.1279 -0.1312 -0.5867 0.040
H 2.951 -15.773 8.490 -0.1602 -0.7156 0.1295 0.084
H 2.799 -15.439 6.795 -0.1908 0.2321 -0.1300 0.083
H 4.233 -16.187 7.324 0.1809 -0.6533 0.2630 0.084
H 3.193 -17.305 5.216 0.3660 0.7603 0.4054 0.126
H 3.527 -18.803 6.082 0.4802 0.0651 0.4180 0.125
H 1.211 -19.251 6.153 -0.2214 -0.3318 0.2710 0.123
H 2.311 -20.381 4.325 -0.2065 0.1754 0.0398 0.083
H 2.349 -18.792 3.460 0.5505 -0.3133 -0.3124 0.074
H 0.847 -19.526 3.613 -0.0993 -0.6926 0.1623 0.073
H 0.326 -17.146 6.157 0.6367 0.2346 0.3675 0.063
H -0.332 -17.837 4.959 -0.0396 -0.3824 -0.6503 0.063
C -8.246 -19.568 7.555 0.6444 1.7998 -0.1997 -0.048
O -7.191 -18.816 6.822 -0.7428 -1.8655 2.4835 -0.207
C -7.637 -17.885 5.888 -1.5706 -0.7812 -0.2943 -0.253
C -6.417 -17.518 5.094 -0.4494 0.2128 -1.6653 -0.418
C -6.526 -16.524 3.947 1.0234 1.1136 0.2066 -0.081
N -5.919 -18.721 4.390 0.6304 -0.2127 1.1503 0.036
H -8.764 -18.916 8.259 0.0048 0.5748 -0.0596 0.074
H -7.821 -20.310 8.231 0.4163 -0.2342 -0.7716 0.083
H -9.041 -19.933 6.905 0.3882 -0.3995 -0.3560 0.081
H -8.359 -18.438 5.286 -0.1368 0.0203 -0.9200 0.115
H -8.287 -17.120 6.312 0.5715 0.7401 0.4172 0.126
H -5.712 -17.049 5.781 0.4331 -0.6514 0.0915 0.141
H -6.728 -15.498 4.254 -0.9513 -0.0527 0.0015 0.073
H -7.020 -16.845 3.030 -0.5263 -0.0034 0.3828 0.078
H -5.488 -16.388 3.646 0.1713 -0.2923 -0.2659 0.072
H -5.783 -19.436 5.090 0.3790 -0.2104 0.2520 0.060
H -6.691 -19.113 3.870 -0.2703 0.2387 -0.4398 0.069
```
Forces are in eV/Å.

ORCA calculation (ωB97M-V/def2-TZVPD) on a cluster of 2 separate species, C3H10NOS in total in a non-equilibrium geometry.

Values from the calculation:
Strongest force on any atom (eV Å⁻¹): 1.37
ΔE to the lowest compared entry with this formula, charge and spin (kcal/mol): 8.2
HOMO energy (eV): -2.8
Multiplicity: 1
Charge: -1

Structure (XYZ):
```
16
Properties=species:S:1:pos:R:3:forces:R:3:lowdin_charge:R:1
C 0.831 0.254 -0.354 -0.2754 0.4564 -0.2487 -0.351
C -0.423 -0.489 -0.783 -0.2691 -0.0375 -0.1400 -0.772
S -1.687 -0.710 0.507 0.0862 0.0154 0.0802 0.209
C 1.611 -0.403 0.763 0.4955 1.2764 0.0158 -0.323
N 2.664 0.470 1.327 0.0887 -0.5535 0.4158 -0.041
H 0.542 1.285 -0.081 0.0658 -0.3387 0.2026 0.098
H 1.469 0.358 -1.239 0.2794 0.0208 -0.1011 0.090
H -0.142 -1.449 -1.231 0.0344 -0.0994 0.1184 0.037
H -0.856 0.092 -1.596 -0.0714 0.0440 -0.2233 0.028
H 2.147 -1.257 0.355 -0.3582 -0.5465 0.2776 0.101
H 0.915 -0.614 1.573 0.0882 -0.5846 -0.1126 0.070
H 3.258 0.853 0.606 -0.1159 0.2730 -0.0434 0.039
H 2.267 1.203 1.900 0.0279 0.1333 -0.2912 0.048
H -3.582 0.030 -1.008 -0.1373 -0.2387 0.0015 -0.060
H -4.472 0.220 0.114 -0.2226 -0.0725 -0.3046 -0.006
O -4.540 0.157 -0.854 0.2840 0.2520 0.3529 -0.166
```
Forces are in eV/Å.

ORCA calculation (ωB97M-V/def2-TZVPD) on a cluster of 2 separate species, C2H3NO in total in a non-equilibrium geometry.

Values from the calculation:
Strongest force on any atom (eV Å⁻¹): 5.48
ΔE to the lowest compared entry with this formula, charge and spin (kcal/mol): 132.2
HOMO energy (alpha / beta) (eV): -8.2 / -8.7
Multiplicity: 1

Structure (XYZ):
```
7
Properties=species:S:1:pos:R:3:forces:R:3:lowdin_charge:R:1
C -0.308 0.553 0.114 1.8325 2.1443 0.6911 -0.051
C -1.132 -0.395 -0.186 3.6133 -1.7361 -0.6391 -0.094
N 1.827 0.476 -0.047 3.3295 -2.1912 -0.1797 0.020
O 2.646 -0.414 -0.118 -4.5668 3.0264 0.2260 -0.034
H -2.055 -0.492 0.206 -3.4246 0.0124 0.7483 0.006
H -0.645 -1.333 -0.553 -0.6812 0.6970 -0.0204 0.074
H -0.333 1.604 0.585 -0.1028 -1.9528 -0.8263 0.078
```
Forces are in eV/Å.

Calculated total energy values, unit hartree, following the record order: -1406.57710, -3241.78374, -648.51845, -207.78692.